Record 1
DFT (ωB97M-V/def2-TZVPD) results for the molecule BCl2I.

Last column: natural (NBO) charge in e.
Cartesian coordinates (Å):
Cl: -0.8770 1.1846 -1.1094  -0.119
Cl: -0.5822 0.1196 1.6646  -0.131
I: 1.6169 -1.2597 -0.5036  0.019
B: -0.1578 -0.0445 -0.0515  0.231

Computed properties:
orbital gap	0.354	hartree
E_tot	-33824.425	eV
SMILES	ClB(Cl)I
multiplicity	1
highest occupied orbital energy	-10.12	eV
lowest unoccupied orbital energy	-0.49	eV
total charge	0
F_max	1.39	eV Å⁻¹

Record 2
DFT (ωB97M-V/def2-TZVPD) results for a cluster of 2 separate species, C4H4OS in total.

Last column: natural (NBO) charge in e.
Cartesian coordinates (Å):
C: 1.6821 0.0794 1.1455  -0.287
C: -0.5307 -0.6977 -0.2608  -0.200
C: 0.6269 0.1897 1.8104  0.481
C: -0.7016 0.3586 -1.2214  -0.755
O: -0.2833 0.0132 2.5716  -0.428
S: -1.0133 -2.1135 0.0095  0.232
H: 2.4032 0.2818 0.3987  0.229
H: -1.2965 -0.0243 -2.1827  0.215
H: 0.3352 0.5771 -1.4511  0.246
H: -1.2220 1.3356 -0.8196  0.267

Computed properties:
orbital gap (spin up / spin down)	0.262 / 0.260	hartree
E_tot	-17089.308	eV
expectation value of S²	2.017
multiplicity	3
highest occupied orbital energy (spin up / spin down)	-7.08 / -9.38	eV
lowest unoccupied orbital energy (spin up / spin down)	0.06 / -2.30	eV
total charge	0
energy relative to the best compared isomer or geometry (same formula, charge and spin)	53.1	kcal/mol
F_max	3.19	eV Å⁻¹

Record 3
DFT (ωB97M-V/def2-TZVPD) results for a cluster of 11 separate species, C34H54F7N3O27 in total.

Last column: Löwdin charge in e.
Cartesian coordinates (Å):
C: 0.2730 -0.3774 0.1091  -0.856
O: 1.3264 0.0094 -0.6004  -0.162
O: -0.6229 0.4969 0.3951  -0.098
O: 0.2763 -1.5647 0.5923  -0.109
C: -2.3626 -3.8305 -1.5475  -0.060
C: -2.8372 -2.4459 -1.0908  -0.416
C: -4.3336 -2.2190 -1.2689  -0.215
O: -4.6362 -2.0744 -2.6356  -0.176
C: -6.0040 -1.7166 -2.7919  -0.101
N: -2.4441 -2.2098 0.2819  0.080
H: -2.8184 -4.5883 -0.9057  0.083
H: -1.2769 -3.9259 -1.4889  0.054
H: -2.6459 -3.9967 -2.5897  0.079
H: -2.3101 -1.7538 -1.7668  0.117
H: -4.5112 -1.2503 -0.7819  0.110
H: -4.8905 -2.9990 -0.7359  0.132
H: -6.0872 -0.6594 -2.5249  0.077
H: -6.6041 -2.2938 -2.0797  0.081
H: -6.4508 -1.8873 -3.7691  0.080
H: -1.4900 -1.8445 0.3745  0.034
H: -3.0003 -1.4843 0.7332  0.022
C: 6.2687 0.5671 -2.0548  -0.054
C: 5.0832 0.4727 -1.0898  -0.410
C: 4.5990 1.7815 -0.4347  -0.201
O: 5.5881 2.6475 0.0569  -0.160
C: 5.0365 3.7183 0.7687  -0.124
N: 3.9731 -0.2433 -1.7040  0.063
H: 7.2184 0.4393 -1.5323  0.068
H: 6.2481 1.4938 -2.6282  0.074
H: 6.2372 -0.3035 -2.7123  0.071
H: 5.3839 -0.1952 -0.2768  0.123
H: 3.8809 1.4160 0.3165  0.116
H: 4.0144 2.4041 -1.1337  0.114
H: 4.2495 4.2613 0.2259  0.083
H: 5.7917 4.4791 0.9614  0.082
H: 4.5705 3.4320 1.7175  0.087
H: 3.1411 -0.2348 -1.1066  0.020
H: 3.6921 0.1757 -2.5773  0.042
C: -3.4302 -0.7287 3.1238  -0.054
C: -3.6861 0.6246 2.5123  -0.403
C: -2.7379 1.7060 3.0538  -0.183
O: -2.9566 2.9756 2.4727  -0.199
C: -4.1971 3.5939 2.6891  -0.105
N: -3.6059 0.6061 1.0466  0.074
H: -3.9932 -1.4803 2.5667  0.077
H: -3.7473 -0.8392 4.1594  0.083
H: -2.3836 -1.0071 2.9747  0.069
H: -4.7157 0.9135 2.7429  0.124
H: -1.6920 1.4597 2.8481  0.101
H: -2.6812 1.7481 4.1523  0.132
H: -5.1092 3.0058 2.5529  0.082
H: -4.2904 4.4795 2.0638  0.092
H: -4.2253 3.9374 3.7327  0.087
H: -2.6299 0.5167 0.7740  0.028
H: -3.7156 1.5655 0.7177  0.057
C: -2.8639 1.2947 -1.8512  -0.041
C: -2.7083 2.7354 -1.3945  -0.286
O: -4.0268 3.0638 -0.9980  0.123
C: -4.9078 2.1936 -1.5380  -0.577
O: -6.0916 2.2106 -1.3767  0.149
O: -4.2517 1.2563 -2.2300  0.071
F: -2.3541 3.5804 -2.3982  0.083
H: -2.6257 0.5518 -1.1004  0.090
H: -2.2903 1.0893 -2.7538  0.141
H: -1.9293 2.7782 -0.6338  0.143
C: 0.8286 3.3451 0.0948  -0.056
C: -0.1057 3.7245 1.2334  -0.305
O: -0.7839 4.8289 0.6325  0.117
C: 0.1328 5.4685 -0.1322  -0.568
O: 0.0942 6.6398 -0.3595  0.159
O: 1.0725 4.6101 -0.5367  0.083
F: 0.4773 4.1268 2.3844  0.101
H: 0.3664 2.6258 -0.5835  0.113
H: 1.7298 2.8425 0.4451  0.119
H: -0.8551 2.9520 1.3819  0.126
C: -0.1618 -2.7995 -3.4453  -0.054
C: 1.1293 -2.6668 -2.6584  -0.267
O: 1.9911 -2.0688 -3.6008  0.114
C: 1.4989 -2.2619 -4.8648  -0.575
O: 2.0986 -2.0181 -5.8693  0.151
O: 0.3115 -2.8339 -4.7936  0.096
F: 1.5067 -3.9689 -2.3532  0.036
H: -0.7074 -1.8601 -3.3264  0.138
H: -0.7218 -3.6552 -3.0882  0.092
H: 1.0947 -2.0883 -1.7307  0.140
C: -0.5567 -4.2686 1.6231  -0.060
C: -0.3245 -3.4334 2.8505  -0.311
O: 0.9206 -3.9867 3.2909  0.039
C: 0.8187 -5.3286 3.0808  -0.574
O: 1.4954 -6.1530 3.6024  0.168
O: -0.0905 -5.5550 2.1065  0.059
F: -1.3192 -3.5363 3.7639  0.084
H: 0.0648 -4.0477 0.7603  0.119
H: -1.6200 -4.3941 1.4468  0.120
H: -0.1485 -2.3818 2.6258  0.120
C: 0.9759 1.2250 -3.7568  -0.049
C: 2.1582 2.0266 -3.2805  -0.302
O: 1.8822 3.3390 -3.6991  0.148
C: 0.6118 3.4391 -4.1019  -0.556
O: 0.0919 4.4495 -4.4509  0.167
O: -0.0097 2.2216 -4.0498  0.062
F: 3.2871 1.6181 -3.9519  0.049
H: 0.6587 0.5691 -2.9417  0.118
H: 1.2508 0.6412 -4.6372  0.139
H: 2.2809 1.9967 -2.1982  0.131
C: 1.9701 0.6859 2.7633  -0.049
C: 0.8220 0.0762 3.5668  -0.291
O: 0.5557 1.0842 4.5058  0.129
C: 1.6642 1.8717 4.6260  -0.559
O: 1.7936 2.7031 5.4632  0.166
O: 2.5883 1.5217 3.7241  0.097
F: 1.2591 -1.0599 4.1946  0.075
H: 1.6201 1.2096 1.8703  0.112
H: 2.6123 -0.0956 2.3584  0.136
H: -0.0193 -0.1467 2.9102  0.136
C: 3.3303 -2.5550 0.7142  -0.044
C: 2.5711 -3.2788 1.7743  -0.293
O: 3.5496 -3.6738 2.7129  0.169
C: 4.5508 -2.7946 2.6449  -0.545
O: 5.4562 -2.6668 3.4047  0.159
O: 4.4498 -2.0707 1.4767  0.045
F: 1.8569 -4.3409 1.2845  0.050
H: 2.7518 -1.6798 0.4060  0.097
H: 3.6826 -3.0643 -0.1837  0.148
H: 1.8305 -2.6362 2.2565  0.133

Computed properties:
orbital gap	0.286	hartree
E_tot	-114912.900	eV
multiplicity	1
highest occupied orbital energy	-3.77	eV
lowest unoccupied orbital energy	4.01	eV
total charge	-2
F_max	4.02	eV Å⁻¹

Please write out number 1 again, unchanged.
DFT (ωB97M-V/def2-TZVPD) results for the molecule BCl2I.

Last column: natural (NBO) charge in e.
Cartesian coordinates (Å):
Cl: -0.8770 1.1846 -1.1094  -0.119
Cl: -0.5822 0.1196 1.6646  -0.131
I: 1.6169 -1.2597 -0.5036  0.019
B: -0.1578 -0.0445 -0.0515  0.231

Computed properties:
orbital gap	0.354	hartree
E_tot	-33824.425	eV
SMILES	ClB(Cl)I
multiplicity	1
highest occupied orbital energy	-10.12	eV
lowest unoccupied orbital energy	-0.49	eV
total charge	0
F_max	1.39	eV Å⁻¹

Question: Among the records above, which one has the lowest total charge?
Answer: C34H54F7N3O27